Below is one molecule with the formula C3H4O2 in a non-equilibrium geometry, with properties calculated with ωB97M-V with the def2-TZVPD basis set.

Geometry as XYZ:
```
9
Properties=species:S:1:pos:R:3:forces:R:3
C 1.81006 0.25254 0.22834 1.38 -3.79 0.78
C 0.66829 0.79272 -0.25717 -0.41 -1.12 0.07
C -0.54509 0.12430 -0.11347 -1.80 -0.71 0.71
O -0.68273 -1.20763 -0.05953 1.76 1.50 -0.59
O -1.70942 0.70284 0.13850 0.97 0.41 -0.47
H 1.72408 -1.02551 0.47501 -0.04 2.96 -0.59
H 0.76513 1.80224 -0.48823 -0.80 1.78 -0.34
H 0.27793 -1.41588 -0.24123 -0.40 -0.92 0.36
H -2.30824 -0.02562 0.31776 -0.65 -0.11 0.07
```
Forces are in eV/Å.

As for the total energy: -7266.41322 eV. The energy above the lowest of the compared OMol25 structures with the same formula, charge and spin comes out at 412.3 kJ/mol. The spin multiplicity is 1. Its frontier orbital gap is 7.97 eV.

***

Below is C23H27BN9O3S2Tl as an isolated structure, with properties calculated with ωB97M-V with the def2-TZVPD basis set.

Geometry as XYZ:
```
66
Properties=species:S:1:pos:R:3:forces:R:3
Tl 0.13026 0.33981 -0.05868 -0.23 0.20 -0.41
C 2.35618 1.43547 3.67254 -0.02 0.03 0.00
C 1.21861 1.50466 2.86786 0.08 -0.05 0.10
N 1.26330 0.55191 1.94369 0.02 0.04 0.01
N 2.40581 -0.13664 2.11668 0.18 -0.01 0.16
C 3.08000 0.37706 3.15567 -0.03 0.09 0.02
B 2.75760 -1.39958 1.28118 -0.31 0.12 -0.23
N 1.50462 -2.28951 1.20831 0.15 -0.20 0.12
C 1.30943 -3.50166 1.74957 -0.13 -0.05 0.03
C 0.03811 -3.92700 1.41716 0.00 -0.02 -0.04
C -0.48717 -2.88632 0.64820 0.09 -0.06 0.05
N 0.40484 -1.91362 0.52984 -0.14 -0.23 0.06
N 3.13301 -0.99717 -0.16000 0.25 -0.05 0.03
C 4.24500 -1.29817 -0.85012 0.06 0.01 -0.12
C 4.10996 -0.79850 -2.13040 0.01 0.00 0.00
C 2.84981 -0.19456 -2.13541 0.09 -0.05 0.02
N 2.27935 -0.32368 -0.94633 0.05 -0.04 -0.04
H 2.60930 2.06251 4.50880 0.01 -0.01 0.00
H 0.38248 2.18301 2.92058 -0.01 0.00 -0.08
H 4.02799 -0.03443 3.45897 -0.04 -0.08 -0.01
H 3.66218 -1.97973 1.79982 0.09 -0.04 0.04
H 2.07724 -3.97760 2.33612 0.05 0.03 -0.04
H -0.43794 -4.85685 1.67310 0.03 -0.01 0.01
H -1.45523 -2.80442 0.18299 0.01 0.07 -0.01
H 5.04922 -1.85519 -0.39918 -0.04 0.02 0.06
H 4.80569 -0.87676 -2.94710 0.02 -0.01 0.02
H 2.33920 0.30413 -2.94432 -0.09 0.01 0.06
C -4.94135 -2.19973 4.20796 -0.02 -0.05 0.04
O -5.51614 -1.00375 3.71169 0.00 0.00 0.08
C -4.75734 -0.23853 2.90184 0.10 0.19 -0.13
C -5.35086 0.98417 2.50560 -0.16 0.00 0.06
C -4.66498 1.81768 1.68161 0.02 0.01 0.01
C -3.37107 1.51348 1.18135 0.10 -0.30 0.07
C -2.72100 2.39712 0.26858 -0.01 0.18 -0.16
C -3.37853 3.71243 -0.10266 0.02 -0.05 0.00
O -1.61209 2.17575 -0.26004 -0.02 0.15 -0.03
C -2.76501 0.27661 1.59082 -0.09 0.21 -0.01
O -1.60453 -0.13795 1.24219 -0.05 -0.04 0.14
C -3.49971 -0.56758 2.47216 0.06 -0.17 0.00
H -5.67224 -2.61659 4.89536 0.01 -0.03 -0.02
H -4.01066 -1.99623 4.74301 -0.02 0.00 -0.01
H -4.74778 -2.91098 3.40127 0.00 0.02 0.00
H -6.34124 1.21997 2.86932 0.01 0.03 -0.01
H -5.13539 2.74937 1.39985 0.01 0.00 -0.01
H -3.29825 4.40210 0.73976 -0.05 0.02 -0.01
H -4.43019 3.59855 -0.35554 0.00 0.01 0.00
H -2.85462 4.14265 -0.95323 0.02 0.01 0.02
H -3.00700 -1.48649 2.75846 -0.02 0.02 -0.01
C 3.54285 3.59521 -2.67043 0.10 0.02 0.04
N 2.11074 3.54271 -2.79412 -0.22 -0.08 -0.11
C 1.42606 3.99848 -3.99868 0.01 0.05 0.01
C -0.05960 3.75331 -3.67577 -0.12 -0.08 0.02
N -0.00677 3.31957 -2.28861 -0.14 0.12 -0.03
C 1.23722 3.19393 -1.83573 0.18 0.15 0.06
S 1.65518 2.70274 -0.27348 -0.17 0.01 0.10
H 3.89432 4.62885 -2.60306 -0.01 -0.01 0.01
H 4.00985 3.12638 -3.53834 -0.03 -0.03 0.00
H 3.83545 3.05798 -1.77150 0.01 0.00 -0.01
H 1.76760 3.42986 -4.86525 -0.01 0.03 -0.01
H 1.63325 5.05799 -4.17356 0.04 -0.03 -0.03
H -0.50695 2.97996 -4.30334 0.07 0.00 -0.01
H -0.65319 4.66261 -3.77378 0.01 -0.02 -0.03
H -0.80305 3.10015 -1.69156 0.11 -0.12 0.03
S -0.84791 -0.00028 -2.41823 -0.06 0.45 0.34
C -0.27370 -1.55603 -2.62702 0.16 -0.46 -0.24
N 0.10035 -2.63328 -2.81914 -0.01 0.09 0.05
```
Forces are in eV/Å.

As for the total energy: -70884.96762 eV. The energy above the lowest of the compared OMol25 structures with the same formula, charge and spin comes out at 37.9 kJ/mol. The spin multiplicity is 1. Its frontier orbital gap is 7.78 eV.

***

Below is C16H26N8RuS3 as an isolated structure, with properties calculated with ωB97M-V with the def2-TZVPD basis set.

Geometry as XYZ:
```
54
Properties=species:S:1:pos:R:3:forces:R:3
Ru 1.33786 -0.86293 -0.43535 0.34 -0.05 0.57
S 2.49555 -0.08706 1.60782 -0.12 -0.15 -0.24
C 0.88837 0.09313 2.24527 -0.02 -0.01 -0.02
S -0.39394 -0.43413 1.17733 -0.08 0.02 -0.06
C 0.61428 0.59121 3.48182 0.06 0.09 -0.06
C -0.74458 0.66569 3.90882 0.14 -0.11 0.11
N -1.85310 0.64867 4.20921 -0.14 -0.05 -0.05
C 1.65957 1.01573 4.35759 -0.13 0.02 0.04
N 2.50016 1.36016 5.06064 0.06 -0.01 -0.02
N 1.28786 -2.94334 0.09648 -0.13 -0.03 -0.18
C 1.98472 -3.97277 -0.73550 0.05 0.02 0.06
C 2.17755 -3.52699 -2.17524 -0.07 0.07 0.01
C 3.28821 -2.49968 -2.33338 0.07 0.01 0.02
N 2.82182 -1.12466 -1.99149 -0.17 -0.05 0.04
H 1.61356 -3.02221 1.05839 0.00 0.09 0.00
H 0.29488 -3.17177 0.15113 0.03 -0.05 0.02
H 1.41574 -4.90037 -0.68956 -0.02 0.01 -0.01
H 2.95408 -4.16338 -0.27431 0.00 -0.03 -0.02
H 1.23694 -3.12481 -2.57220 0.02 -0.06 -0.05
H 2.40945 -4.39926 -2.78571 0.06 -0.02 0.04
H 3.68054 -2.50069 -3.34979 -0.03 0.02 -0.01
H 4.11652 -2.73244 -1.66363 0.01 -0.04 -0.03
H 2.40871 -0.69187 -2.81584 0.03 -0.02 -0.02
H 3.62468 -0.54107 -1.76067 -0.02 0.03 0.01
S -1.04442 -2.79073 2.51602 0.06 -0.06 0.06
C -2.69971 -2.86578 3.01079 0.04 0.04 -0.05
N -3.43047 -3.96850 2.91284 0.00 0.00 0.02
C -4.76377 -3.79869 3.50695 -0.02 -0.01 0.00
C -4.74204 -2.31459 3.93918 -0.01 0.00 0.02
N -3.38910 -1.88743 3.55853 0.06 0.07 0.01
H -3.06833 -4.83812 2.56151 0.00 0.02 -0.03
H -4.89670 -4.47741 4.34685 0.00 0.01 0.00
H -5.53266 -3.99946 2.76403 0.00 -0.01 0.01
H -4.87926 -2.19295 5.01163 -0.01 0.00 -0.01
H -5.48846 -1.71819 3.41914 0.01 -0.01 0.00
H -2.97316 -1.00210 3.83115 -0.02 0.05 -0.02
N 0.98019 0.93196 -1.25669 0.00 0.23 -0.17
C 0.88087 2.06979 -1.49344 -0.03 -0.04 0.05
N 0.75190 3.31678 -1.74537 0.00 0.04 -0.02
C -0.42372 4.09034 -1.26552 0.02 0.00 0.00
C -1.16646 4.66757 -2.45911 -0.01 0.00 0.01
C -0.22776 5.47485 -3.35369 0.00 0.00 0.00
C 0.96590 4.63487 -3.80411 0.01 0.00 0.00
C 1.70723 4.05555 -2.61049 -0.01 0.00 0.03
H -0.03118 4.88268 -0.62452 -0.02 0.00 0.01
H -1.04305 3.43061 -0.66059 -0.01 -0.01 -0.01
H -1.97829 5.29268 -2.08598 0.00 0.00 -0.01
H -1.62094 3.85302 -3.02987 0.00 0.00 0.01
H 0.12734 6.35725 -2.81314 0.00 0.00 0.01
H -0.77141 5.83850 -4.22452 0.00 0.02 0.00
H 1.66747 5.23778 -4.38151 -0.01 0.00 -0.01
H 0.62829 3.82088 -4.45163 0.01 -0.01 0.00
H 2.13493 4.84745 -1.99184 0.02 0.00 -0.01
H 2.50736 3.37624 -2.89842 -0.01 -0.01 -0.01
```
Forces are in eV/Å.

As for the total energy: -64007.12097 eV. The energy above the lowest of the compared OMol25 structures with the same formula, charge and spin comes out at 4.7 kJ/mol. As for the net charge: +2. Its expectation value of S² is 6.0319. The spin multiplicity is 5. Its frontier orbital gap (spin up / spin down) is 7.75 / 6.01 eV.

***

Below is a 13-piece molecular cluster, C40H92BN4O20 overall in a non-equilibrium geometry, with properties calculated with ωB97M-V with the def2-TZVPD basis set.

Geometry as XYZ:
```
157
Properties=species:S:1:pos:R:3:forces:R:3
O -1.34043 -0.96509 4.88747 0.37 1.00 -1.19
C -0.95086 -0.29830 3.94944 1.84 -2.35 -0.20
O 0.23908 -0.48893 3.25032 -3.25 0.54 0.98
B 0.10608 0.28669 1.98831 2.42 -0.38 -0.63
O -1.00549 1.23402 2.19450 -2.36 -0.98 2.00
C -1.72802 0.80940 3.28577 -1.66 4.21 0.67
O -2.73169 1.38599 3.84415 3.78 -3.03 -2.89
O -0.05370 -0.67871 0.84877 0.25 0.80 -0.65
C 0.84253 -0.36618 -0.12309 0.11 -0.42 -1.06
O 0.93656 -0.82031 -1.24106 -0.64 0.16 1.54
C 1.78939 0.72952 0.41522 -1.07 -0.03 1.24
O 1.38953 1.00938 1.64601 -1.56 -0.32 1.01
O 2.68635 1.28578 -0.11080 0.96 0.10 -1.23
C -2.07402 2.64726 -3.94554 0.84 0.47 0.53
C -2.68514 1.70695 -2.86710 0.69 0.49 -1.66
C -1.82040 1.50539 -1.58012 0.52 2.10 -0.40
C -1.66548 2.82291 -0.77532 -1.23 0.41 -0.48
C -3.06489 3.37766 -0.43197 0.35 -1.04 -0.25
C -4.05366 3.51475 -1.65351 0.20 -0.13 1.90
N -3.96498 2.28158 -2.48722 -0.21 -0.06 3.21
O -4.96882 2.26182 -3.43377 -0.20 0.04 -1.07
C -5.46656 3.52939 -0.92803 -0.37 0.32 -1.62
C -3.77883 4.84794 -2.36832 0.48 0.20 0.23
C -2.88395 0.32061 -3.50224 -1.30 -1.11 0.58
H -1.21596 2.22430 -4.46799 -0.18 -0.26 -0.18
H -1.69766 3.58003 -3.52554 0.16 -0.15 0.32
H -2.82317 3.01897 -4.64462 -0.16 -0.62 -0.17
H -2.22001 0.71185 -0.94869 0.11 -0.17 -0.17
H -0.78469 1.36890 -1.89121 -0.09 -1.06 -0.23
H -1.13638 3.54612 -1.39590 0.07 0.07 -0.16
H -1.04286 2.72233 0.11368 -0.18 -0.29 0.07
H -3.02183 4.25297 0.21615 0.01 0.55 -0.55
H -3.53789 2.64891 0.22628 -0.02 -0.46 0.05
H -6.18457 3.50728 -1.74782 -0.37 -0.20 0.09
H -5.69923 2.72295 -0.23260 0.53 -0.47 -0.30
H -5.77146 4.41541 -0.37115 0.81 0.45 -0.09
H -2.72302 4.98318 -2.60298 0.10 -0.34 0.05
H -4.28821 5.04065 -3.31251 -0.46 -0.21 0.24
H -3.94994 5.64094 -1.64033 -0.47 0.16 -0.17
H -2.05186 -0.29519 -3.84358 0.71 0.71 0.44
H -3.58608 0.17832 -4.32374 -0.14 1.03 -0.22
H -3.37090 -0.25906 -2.71805 0.05 -0.41 0.27
H -5.58438 1.62523 -3.06306 -0.22 -0.05 -0.23
C 1.52359 3.89769 -4.14483 -1.31 0.67 0.05
C 2.84355 4.13586 -3.36564 -0.67 -2.05 -1.42
C 3.66866 2.80230 -3.61073 -0.37 1.38 0.06
C 5.14787 2.94460 -3.43107 -0.25 0.11 0.31
C 5.62922 4.13045 -4.24090 0.74 0.16 1.68
C 4.88686 5.49177 -3.83287 3.92 -1.44 -1.41
N 3.53734 5.20640 -4.04997 -0.43 -0.73 -0.52
O 2.80412 6.37108 -4.16211 -1.33 1.27 0.75
C 5.36447 5.97310 -2.44998 -1.71 -0.15 0.29
C 5.46820 6.45609 -4.86335 0.53 0.43 -0.55
C 2.42848 4.24071 -1.89921 0.51 0.23 1.02
H 0.81622 4.69340 -3.91124 -0.07 0.18 0.33
H 0.98074 2.98503 -3.89889 0.43 -0.25 0.52
H 1.47612 3.92028 -5.23356 1.12 -0.03 -0.17
H 3.26412 2.07854 -2.90318 -0.13 -0.40 -0.52
H 3.63093 2.55904 -4.67257 -1.06 -0.35 -0.02
H 5.57437 2.05427 -3.89315 0.43 -0.21 0.62
H 5.32455 3.01081 -2.35753 0.71 -0.03 -0.04
H 5.63222 3.80406 -5.28088 -0.79 0.73 -0.34
H 6.69737 4.23000 -4.04789 0.20 0.38 0.22
H 4.73984 6.81820 -2.16060 -0.17 0.18 -0.02
H 5.07152 5.17707 -1.76542 0.72 0.14 0.44
H 6.38537 6.34395 -2.35864 0.07 -0.64 -0.22
H 6.51729 6.61874 -4.61625 -0.03 0.22 0.37
H 5.58775 6.03934 -5.86341 -0.74 -0.13 -0.19
H 4.99737 7.43739 -4.92226 -0.04 0.03 0.10
H 1.69690 5.02828 -1.71859 -0.05 0.00 -0.11
H 3.21910 4.36728 -1.15962 0.51 0.52 -0.35
H 2.06191 3.29413 -1.50208 -0.61 -0.15 -0.60
H 3.06599 6.74157 -5.00814 -0.18 -0.12 -0.22
C -7.02083 -3.17099 4.05175 -1.05 1.83 -0.95
C -5.50039 -2.97091 3.59621 -0.03 -1.51 1.27
C -5.12753 -4.38794 3.04579 0.09 -0.65 -0.19
C -5.31311 -4.61241 1.51051 0.09 1.28 0.62
C -4.88657 -3.40707 0.71426 -0.77 0.45 -0.73
C -5.54469 -2.06027 1.18598 2.02 0.42 -1.34
N -5.26512 -1.90632 2.59605 -2.45 0.13 2.14
O -5.44168 -0.62037 3.11280 -0.26 -1.85 -0.83
C -4.71420 -0.94500 0.55786 0.65 1.78 -0.03
C -7.02610 -1.85412 0.79911 -1.11 -0.07 1.30
C -4.65814 -2.67318 4.91955 -1.44 -0.06 -1.01
H -7.47598 -2.22835 4.35567 0.40 0.24 0.55
H -7.25128 -3.92665 4.80274 1.10 0.10 0.23
H -7.73268 -3.43053 3.26817 0.59 -0.34 -0.72
H -4.22235 -4.65228 3.59246 0.72 0.05 -1.28
H -5.77634 -5.17051 3.43914 -0.58 0.53 0.51
H -6.38584 -4.64154 1.31948 -0.15 -0.81 0.22
H -4.79838 -5.50179 1.14697 -0.26 -0.05 0.20
H -5.31923 -3.37699 -0.28574 0.12 -0.80 -0.34
H -3.80919 -3.42815 0.55025 0.03 0.84 0.50
H -4.93010 -0.66502 -0.47321 0.04 -0.79 -0.16
H -4.83860 0.01831 1.05250 -0.63 -0.02 0.14
H -3.64385 -1.07647 0.71654 0.11 -0.57 -0.45
H -7.46342 -1.06257 1.40763 0.31 0.34 0.11
H -7.26576 -1.55374 -0.22091 0.87 -0.22 -0.15
H -7.68908 -2.68236 1.04927 0.36 -0.45 -0.14
H -5.22235 -2.00037 5.56538 0.07 0.08 -0.07
H -3.67318 -2.24319 4.73772 0.09 -0.38 -0.03
H -4.64589 -3.64960 5.40385 0.49 0.21 0.16
H -4.56951 -0.34116 3.40083 0.78 0.55 0.62
C 4.23499 -2.63762 -1.07734 0.05 1.41 0.99
C 4.07351 -3.86931 -0.16910 0.60 -1.03 -3.17
C 3.03664 -4.70688 -0.99062 -0.82 -0.58 1.37
C 2.97515 -6.12080 -0.48644 1.17 0.53 -0.24
C 4.38559 -6.65146 -0.73795 -1.50 -1.49 0.94
C 5.53513 -5.93290 -0.05597 0.65 0.03 -0.04
N 5.36913 -4.49996 -0.38373 0.62 -1.67 -0.18
O 6.44889 -3.69969 0.08819 -0.45 -0.11 1.05
C 5.64776 -6.34704 1.44382 0.44 1.02 0.26
C 6.81233 -6.40291 -0.78436 0.01 -0.22 -0.29
C 3.65512 -3.69560 1.25017 -0.20 1.80 1.09
H 3.27046 -2.18205 -1.30147 0.12 0.13 -0.16
H 4.81109 -2.86998 -1.97301 -0.69 -0.60 -0.20
H 4.91689 -1.90074 -0.65293 -0.39 0.31 0.57
H 2.03900 -4.37502 -0.70307 -0.07 1.16 -0.87
H 3.25824 -4.74997 -2.05699 -0.18 0.63 0.06
H 2.26094 -6.75506 -1.01154 -0.08 0.13 -0.14
H 2.65225 -6.07103 0.55345 0.31 -0.42 0.28
H 4.49577 -6.71376 -1.82057 0.29 0.02 0.01
H 4.25867 -7.65185 -0.32417 1.06 -0.53 -0.25
H 4.74901 -6.24424 2.05191 -0.25 -0.18 -0.39
H 6.07275 -7.33271 1.63342 -0.21 -0.20 -0.51
H 6.35918 -5.67059 1.91754 0.14 0.20 -0.01
H 6.85994 -7.48656 -0.67698 0.28 -0.04 0.01
H 6.77149 -6.18493 -1.85156 -0.47 -0.02 -0.13
H 7.76913 -5.96153 -0.50541 -0.16 -0.01 0.76
H 4.20438 -2.81694 1.58837 -0.08 0.32 0.23
H 3.84885 -4.41038 2.04996 0.13 -0.61 -0.77
H 2.59347 -3.45322 1.29746 -0.11 0.15 0.04
H 7.13133 -3.71161 -0.58690 -0.23 -0.10 -0.38
O 1.63640 1.27222 5.01797 0.46 -0.25 0.00
H 1.04182 2.00455 4.85545 -0.17 0.41 0.04
H 1.22969 0.52935 4.57191 0.50 -0.26 0.18
O 0.19345 3.46001 4.35371 -0.49 0.23 0.01
H -0.01751 3.48351 3.42034 -0.08 0.00 -0.37
H 0.86786 4.13022 4.46426 0.26 0.19 0.13
O 1.92563 -1.28094 -4.42563 0.02 -0.28 -0.23
H 1.15390 -0.85979 -4.04708 -0.16 0.07 0.29
H 2.52033 -0.55777 -4.62462 0.18 0.19 0.00
O 1.11181 -1.19214 6.55429 0.02 -0.09 0.43
H 0.17909 -1.26859 6.35324 -0.21 -0.07 -0.06
H 1.52858 -1.86868 6.02060 0.23 -0.04 -0.28
O -2.09844 -3.83094 2.74280 -0.42 -0.06 0.01
H -1.90009 -2.89883 2.83259 0.32 0.26 0.13
H -1.46579 -4.15002 2.09923 0.30 -0.09 -0.17
O -0.50674 1.90143 6.97722 0.02 0.08 0.33
H -1.18424 2.57697 7.00695 -0.19 0.22 -0.04
H -0.88560 1.20505 6.44079 0.03 -0.23 -0.11
O 3.09995 -1.30574 3.86618 -0.07 -0.21 0.31
H 3.05445 -0.78218 3.06616 -0.03 0.34 -0.15
H 3.51251 -2.12530 3.59351 0.16 -0.20 -0.10
O -3.87806 3.82308 3.13218 -0.37 0.56 0.00
H -3.88546 3.64750 2.19125 0.03 -0.02 -0.23
H -3.62382 2.99028 3.52972 0.28 -0.28 0.09
```
Forces are in eV/Å.

As for the total energy: -90553.20403 eV. Its expectation value of S² is 0.7546. The spin multiplicity is 2. Its frontier orbital gap (spin up / spin down) is 6.58 / 2.97 eV.

***

Below is one molecule with the formula C2HN3O2S in a non-equilibrium geometry, with properties calculated with ωB97M-V with the def2-TZVPD basis set.

Geometry as XYZ:
```
9
Properties=species:S:1:pos:R:3:forces:R:3
C -0.40928 0.10055 -0.00098 -1.19 -0.49 0.03
C -2.49961 0.39715 -0.00038 1.11 -0.07 0.02
H -3.54762 0.73356 0.00363 0.83 -0.10 -0.01
N 1.06581 0.41823 0.00167 3.02 3.20 -0.04
N -1.38821 1.09082 -0.00015 -0.15 -1.01 -0.01
N -0.92916 -1.14382 0.00029 1.27 1.67 -0.01
O 1.47400 1.78969 -0.00046 -2.83 -6.73 0.02
O -2.29919 -0.94451 -0.00023 0.91 1.12 0.00
S 2.27271 -0.81486 -0.00017 -2.96 2.43 0.01
```
Forces are in eV/Å.

As for the total energy: -21484.79417 eV. As for the SMILES: [O-][N+](=S)c1ncon1. The energy above the lowest of the compared OMol25 structures with the same formula, charge and spin comes out at 473.4 kJ/mol. The spin multiplicity is 1. Its frontier orbital gap is 7.30 eV.